# 1
11
Properties=species:S:1:pos:R:3:forces:R:3:mulliken_charge:R:1 method="wB97M-V/def2-TZVPD" lumo_energy_ev="-0.82 / -1.81" orbital_gap_ev="8.9 / 6.8" charge=0
Cl 0.8980 2.2699 0.7308 0.26 0.56 0.65 -0.104
F 1.6963 -1.2277 -0.5987 1.24 -0.92 -1.70 -0.299
F -2.6633 -0.3280 0.3606 -0.77 0.66 0.51 -0.188
F -1.0022 0.2505 1.7121 -0.70 -0.34 -1.83 -0.208
F 0.9668 1.3159 -1.5531 0.12 -0.43 -1.14 -0.176
O -0.8545 -1.2573 -1.4886 -0.26 -0.38 -0.70 -0.523
C 0.8597 -0.4418 0.1028 0.16 -0.55 -2.29 0.094
C -1.3969 -0.0188 0.4211 -2.11 0.30 2.53 0.312
C 1.0067 0.9696 -0.3058 -0.38 -0.01 1.56 0.333
C -0.6029 -0.7325 -0.4477 3.03 0.13 0.57 0.403
H 1.0923 -0.7998 1.0665 -0.61 0.97 1.84 0.355

---

# 2
9
Properties=species:S:1:pos:R:3:forces:R:3:mulliken_charge:R:1 method="wB97M-V/def2-TZVPD" relative_energy_ev=1.370 lumo_energy_ev=3.27 orbital_gap_ev=8.1 charge=-1
Cl 0.7307 2.8226 0.1000 0.18 0.40 -0.07 -0.244
O -3.6954 0.7542 -1.1689 -0.21 0.27 -0.47 -0.633
O -4.2717 0.0862 0.9120 -0.33 -0.18 0.65 -0.647
N -1.1421 -0.5523 0.1340 -0.78 -0.43 0.40 -0.466
C -3.5315 0.4177 0.0013 0.29 0.27 -0.25 0.502
C -0.3101 1.4574 0.1485 -1.11 -1.03 0.27 -0.058
C -2.0027 0.3399 0.2757 1.71 0.04 -0.47 0.408
C 0.0745 0.1786 0.0624 0.35 0.61 -0.03 -0.273
H 1.0475 -0.2943 -0.0373 -0.11 0.05 -0.01 0.411

---

# 3
9
Properties=species:S:1:pos:R:3:forces:R:3:mulliken_charge:R:1 method="wB97M-V/def2-TZVPD" relative_energy_ev=0.000 lumo_energy_ev="2.03 / 2.04" orbital_gap_ev="5.7 / 5.7" charge=-1
Cl 1.0047 0.3365 1.1494 0.12 -0.18 0.32 -0.120
S -1.5780 5.2809 -0.0900 0.88 1.69 0.19 -0.505
O -3.9356 4.0620 -0.2859 0.35 0.16 -0.02 -0.603
N 1.7023 1.0190 -1.3693 0.62 -0.82 0.42 -0.457
C 0.9040 0.9860 -0.4246 -1.89 1.09 -1.52 0.343
C -1.8641 2.7908 -0.3350 -2.55 3.79 0.39 0.216
C -1.2755 1.7670 -0.5373 5.14 -4.13 -0.44 -0.471
C -2.7156 4.1031 -0.2460 -0.18 -2.73 -0.10 0.317
H 2.6851 0.5414 -1.4024 -2.49 1.12 0.75 0.281

---

# 4
8
Properties=species:S:1:pos:R:3:forces:R:3:mulliken_charge:R:1 method="wB97M-V/def2-TZVPD" relative_energy_ev=2.157 lumo_energy_ev="-3.30 / -2.22" orbital_gap_ev="7.5 / 9.4" charge=0
F -1.6065 1.7556 -0.4718 0.37 -0.34 -0.04 -0.217
F -1.1767 1.3903 1.6096 0.26 -0.04 0.09 -0.245
F -2.6905 0.2378 0.5994 0.19 -0.24 -0.07 -0.227
C -0.4344 -0.2072 0.1045 -1.95 -4.72 -4.98 -0.442
C -1.4789 0.7807 0.4511 -1.02 0.74 0.47 0.944
C -0.9143 -1.3981 -1.0045 2.62 5.28 8.70 -0.119
C -1.0707 -1.4770 -2.2092 -0.67 -0.61 -4.43 -0.095
H 0.6125 0.0269 0.1337 0.20 -0.06 0.27 0.401

---

# 5
12
Properties=species:S:1:pos:R:3:forces:R:3:mulliken_charge:R:1 method="wB97M-V/def2-TZVPD" relative_energy_ev=0.000 smiles="FC1=C(F)C(F)=P(F)=C1F.F" lumo_energy_ev=-0.76 orbital_gap_ev=8.6 charge=0
P -0.1634 0.7914 0.1197 -0.45 -0.75 -1.05 0.148
F -0.3861 4.2500 0.5782 -0.48 0.35 -1.07 -0.392
F -0.1084 -2.9965 1.2589 0.14 1.52 -0.89 -0.269
F -1.1722 1.1852 -1.1165 0.39 -0.21 0.95 -0.303
F 1.7294 0.1791 -1.7881 0.54 0.13 -0.96 -0.231
F -1.9052 -0.8643 1.7377 0.53 0.47 -0.24 -0.240
F 1.6974 -2.6261 -0.8060 0.37 0.04 0.28 -0.251
C -0.0274 -1.7838 0.6210 -1.96 -0.33 2.16 0.330
C 0.9387 -0.3609 -0.9013 -0.15 0.12 2.14 0.338
C 1.0260 -1.5805 -0.3461 -0.45 0.62 -1.64 0.221
C -0.8739 -0.7367 0.8852 1.05 -1.59 -0.73 0.254
H -0.7549 4.5432 -0.2427 0.46 -0.37 1.05 0.396

---

# 6
9
Properties=species:S:1:pos:R:3:forces:R:3:mulliken_charge:R:1 method="wB97M-V/def2-TZVPD" multiplicity=3 relative_energy_ev=0.137 lumo_energy_ev="-0.27 / -2.80" s2=2.03 orbital_gap_ev="4.5 / 5.7" charge=0
Hg 3.5119 -2.5443 -0.5421 0.48 -0.70 -0.12 0.014
O 2.0130 -0.4497 -0.1984 -3.75 2.76 0.50 -0.380
O -3.8830 0.4688 0.1545 0.24 -0.03 0.36 -0.080
C -0.1365 0.7160 0.1333 -3.40 1.97 0.31 0.222
C 0.9443 0.1525 -0.0527 4.90 -2.90 -0.47 0.344
C -1.4630 1.0708 0.2692 1.75 -1.64 -0.03 0.008
C -2.6776 0.9865 0.3088 0.18 0.21 -0.43 -0.178
Li -4.0061 -1.5145 -0.3484 -0.04 0.03 0.00 -0.210
H -4.5344 1.1292 -0.1201 -0.35 0.30 -0.12 0.261

---

# 7
8
Properties=species:S:1:pos:R:3:forces:R:3:mulliken_charge:R:1 method="wB97M-V/def2-TZVPD" relative_energy_ev=9.128 lumo_energy_ev="-1.50 / -1.50" orbital_gap_ev="7.5 / 7.5" charge=0
O 0.6244 1.7487 0.2737 1.41 0.89 2.51 -0.250
O 0.7605 -1.7778 -0.1437 -1.76 -0.98 -0.75 -0.121
N -0.3483 1.0564 -0.4958 0.40 -1.13 -2.70 -0.278
C -0.2941 -1.0857 0.0863 0.71 0.85 0.14 0.513
C -1.1063 -0.0476 0.0475 -1.92 0.21 1.13 -0.358
C 1.5633 -0.6088 0.2061 1.54 0.92 1.28 -0.765
C 1.0083 0.5656 -0.1537 -1.82 0.23 -1.53 0.888
H -2.2077 0.1491 0.1796 1.45 -0.99 -0.07 0.369

---

# 8
9
Properties=species:S:1:pos:R:3:forces:R:3:mulliken_charge:R:1 method="wB97M-V/def2-TZVPD" relative_energy_ev=0.574 smiles="C#C/C([O-])=N/C(=O)[O-]" lumo_energy_ev=6.58 orbital_gap_ev=5.8 charge=-2
O -2.1253 1.1755 2.0363 -0.19 -0.61 -0.33 -0.780
O -1.5367 4.7287 1.1577 -1.32 0.46 -1.24 -0.758
O -0.1264 4.2560 2.7473 1.29 -0.06 1.90 -0.747
N -0.5250 2.6382 1.1765 0.46 0.93 -0.55 -0.431
C 0.0991 -0.4720 -0.1812 -1.15 1.77 1.98 -0.182
C -0.3574 0.4584 0.4445 -1.83 0.65 1.44 -0.351
C -1.1606 1.5405 1.3271 1.20 -0.31 -0.03 0.353
C -0.7923 3.9451 1.7608 -0.06 -0.86 -0.60 0.485
H 0.5137 -0.9240 -0.9603 1.59 -1.95 -2.57 0.411